1.
DFT (ωB97M-V with the def2-TZVPD basis set) results for a molecular structure, C45H90NO13Rb.

Geometry as XYZ:
```
150
Properties=species:S:1:pos:R:3:forces:R:3:mulliken_charge:R:1
Rb -4.39350 -0.95390 1.05177 0.36 0.21 -0.23 0.951
C -1.93848 1.34641 2.50074 0.22 -0.19 -1.65 -0.761
C -0.87161 0.98701 1.37344 0.82 -0.51 0.36 1.297
C 0.14634 0.09402 2.16066 -0.46 -0.04 -0.85 -1.252
C 1.18980 -0.62830 1.30992 -1.43 0.24 0.29 0.514
C 0.45201 -1.37292 0.19925 0.09 0.13 0.38 -0.802
C -0.58677 -0.56680 -0.69077 1.47 -0.06 0.50 2.310
N -1.45595 0.23591 0.17523 -1.23 0.43 1.89 1.444
O -2.45103 1.06607 -0.48396 1.09 -1.06 0.20 -0.881
C -1.38081 -1.66189 -1.46873 -0.43 1.66 -0.63 -0.778
C 0.26694 0.28198 -1.69422 -0.73 -0.18 -0.36 -0.121
C -0.08571 2.25069 1.03659 -0.69 1.09 -0.25 -0.365
H -2.55799 2.19724 2.21720 -0.21 -0.14 -0.24 0.308
H -1.47110 1.62239 3.44599 0.41 -0.14 -0.06 -0.134
H -2.55863 0.46956 2.68689 -0.07 0.06 0.03 0.271
H -0.47795 -0.64200 2.66724 0.20 -0.29 0.26 0.822
H 0.71333 0.67153 2.89080 -0.44 0.30 0.26 -0.467
H 1.57060 -1.37027 2.01175 0.78 -0.11 -0.25 -0.071
H 1.97197 0.06213 0.99431 0.05 -0.08 -0.11 -1.039
H -0.02618 -2.18109 0.75269 -0.71 0.03 -0.14 0.156
H 1.20994 -1.91838 -0.36299 -0.21 0.22 -0.81 0.259
H -2.11779 -2.20191 -0.87431 0.49 -0.32 0.27 0.442
H -0.74845 -2.27715 -2.10879 0.34 -0.38 0.58 -0.200
H -1.99757 -1.16965 -2.22067 -0.25 0.42 -0.01 -0.797
H 0.86866 -0.39258 -2.30333 0.42 -0.02 0.13 -0.483
H 0.85638 1.08315 -1.24837 0.31 -0.40 0.34 -0.081
H -0.33072 0.83236 -2.42084 -0.58 -0.14 0.06 -0.040
H 0.90563 2.07494 0.61891 0.05 -0.10 0.08 -0.441
H -0.00661 2.87282 1.92810 0.45 -0.18 0.38 -0.479
H -0.61764 2.93755 0.37828 -0.24 -0.40 -0.51 0.308
C -1.54841 -3.61944 -4.48353 0.70 0.66 0.28 -0.518
C -0.63897 -2.63702 -5.24578 0.19 0.33 -1.67 0.641
O 0.51995 -2.87080 -5.58590 -1.52 0.06 1.07 -0.624
C -1.33118 -1.34797 -5.78092 0.16 -0.64 0.29 -0.627
H -2.01893 -4.33896 -5.15362 0.12 0.12 -0.25 0.571
H -2.33919 -3.07520 -3.96723 -0.02 0.05 -0.10 -0.247
H -0.96724 -4.17132 -3.74477 0.08 -0.06 -0.08 0.205
H -1.56783 -0.64676 -4.98067 0.22 -0.06 0.17 -0.170
H -2.30166 -1.57806 -6.22062 -0.09 -0.29 0.08 0.455
H -0.73677 -0.85508 -6.55024 0.25 -0.11 0.22 0.313
C -3.71684 5.80516 3.24172 0.99 0.71 0.27 -1.159
C -2.29064 5.86183 3.79671 -0.44 0.63 0.96 0.362
O -1.60875 6.85646 3.80138 -0.15 0.44 -0.42 -0.598
C -1.75369 4.60491 4.40640 -0.35 0.33 -0.62 0.244
H -4.38756 5.47570 4.03526 -0.03 -0.40 -0.22 0.319
H -3.68324 5.14005 2.37882 -0.48 -0.11 0.05 0.296
H -4.00998 6.81908 2.96946 0.04 -0.14 -0.28 0.357
H -1.19463 4.25348 3.53919 0.14 -0.93 0.19 -0.137
H -2.60718 3.97833 4.66537 0.47 -0.41 0.03 -0.091
H -1.05791 4.81268 5.21930 -0.21 -0.03 -0.05 0.365
C 4.58370 2.35404 0.88885 -0.07 0.22 -0.28 -0.564
C 4.06800 3.69531 1.37504 0.88 1.35 1.86 0.808
O 4.39579 4.13851 2.49793 -0.97 -1.20 -2.59 -0.618
C 3.22488 4.54110 0.40227 0.55 0.14 1.12 -0.680
H 5.37285 1.95097 1.52358 -0.22 0.10 0.14 0.431
H 4.97116 2.45931 -0.12451 0.10 0.14 -0.08 0.545
H 3.77055 1.63743 0.77329 -0.19 -0.06 0.22 -0.440
H 3.71128 4.64556 -0.56758 -0.33 -0.45 -0.08 0.440
H 3.13766 5.54259 0.82358 0.05 -0.04 0.16 0.373
H 2.20900 4.14979 0.34780 0.10 -0.27 -0.41 -0.214
C -3.91728 1.11410 5.53943 -0.84 -0.56 -0.37 -0.672
C -3.07023 1.26038 6.74561 -0.64 0.13 1.44 0.563
O -3.61649 1.19387 7.83645 0.92 0.02 -0.32 -0.589
C -1.60718 1.61593 6.56730 -0.78 -0.39 0.03 -0.193
H -3.58375 0.30006 4.89585 0.38 0.40 -0.43 0.190
H -4.01697 2.08179 5.04776 0.29 -0.15 -0.48 0.148
H -4.92479 0.81120 5.82451 0.06 0.15 0.29 0.304
H -1.08521 0.78623 6.09060 0.06 -0.07 -0.03 0.226
H -1.16653 1.84051 7.53863 0.05 0.19 -0.25 0.424
H -1.62569 2.43853 5.85240 0.51 0.17 0.22 -0.383
C -3.69282 0.76035 -4.01268 -0.12 -0.17 -0.09 -0.788
C -4.56926 -0.43013 -3.67406 -2.14 -1.35 -0.90 1.126
O -4.60035 -1.48177 -4.33622 0.79 1.87 1.19 -0.593
C -5.65768 -0.18167 -2.60202 0.74 -0.05 -0.27 -1.094
H -3.46619 0.74123 -5.07869 0.36 -0.23 0.12 0.342
H -2.81429 0.76401 -3.36748 0.25 -0.10 -0.02 -0.197
H -4.16821 1.72301 -3.82456 -0.31 -0.20 0.25 0.471
H -6.11968 0.77401 -2.84966 0.08 0.14 0.29 0.489
H -5.17728 -0.12856 -1.62504 0.07 0.42 -0.01 -0.049
H -6.45362 -0.92216 -2.52283 0.35 -0.29 -0.42 0.237
C 3.30711 1.24410 4.51589 0.62 -0.22 0.22 -0.436
C 2.87931 2.57209 5.06526 2.32 0.32 1.92 0.300
O 3.57398 3.16789 5.90421 -1.66 -0.94 -1.66 -0.667
C 1.58965 3.05860 4.54680 -0.56 1.26 0.39 0.054
H 2.49021 0.53709 4.66054 -0.04 -0.11 -0.43 0.002
H 4.19790 0.85139 5.00616 -0.07 0.20 0.25 0.463
H 3.59280 1.37711 3.47244 -0.43 -0.17 -0.25 0.048
H 0.78879 2.32891 4.66625 0.08 -0.13 -0.19 -0.164
H 1.69832 3.35175 3.50260 -0.07 -0.20 -0.13 -0.072
H 1.33430 3.95501 5.11191 -0.13 0.04 -0.08 0.487
C 2.30209 0.59905 -4.71410 0.02 -0.28 0.07 0.778
C 2.52165 0.67600 -6.21110 0.21 1.50 -0.84 0.491
O 2.45293 1.76632 -6.80342 0.04 -2.29 1.03 -0.606
C 2.86515 -0.62533 -6.99386 0.25 1.23 0.67 -1.010
H 2.04778 1.54669 -4.23933 0.03 0.04 -0.36 -0.422
H 3.20386 0.22608 -4.22852 0.26 -0.03 -0.09 0.165
H 1.53989 -0.13481 -4.45218 -0.17 -0.10 -0.25 -0.310
H 3.64214 -0.35041 -7.70718 -0.38 0.06 -0.37 0.427
H 1.93433 -0.94158 -7.46467 0.23 -0.24 -0.14 0.194
H 3.30823 -1.41985 -6.39342 -0.49 0.03 0.29 0.219
C -6.60245 -4.43320 -1.53193 -0.81 1.78 -0.08 -1.443
C -5.17594 -3.92972 -1.62861 1.18 -0.65 1.72 0.024
O -4.73563 -3.04335 -0.88897 -0.82 -0.80 -1.42 -0.391
C -4.21744 -4.81743 -2.42796 -0.20 0.55 -0.11 -0.684
H -7.12977 -4.27499 -2.47267 0.28 -0.84 -0.49 0.377
H -7.20034 -3.74658 -0.93261 0.39 0.05 0.60 0.213
H -6.72914 -5.42385 -1.09527 0.33 -0.14 -0.41 0.362
H -4.43903 -5.87064 -2.25550 -0.07 -0.02 0.17 0.487
H -3.17954 -4.60556 -2.17111 -0.12 0.07 0.11 -0.192
H -4.33770 -4.65782 -3.49949 -0.12 0.13 -0.08 0.285
C 2.15413 -4.41660 0.72680 0.20 -0.08 0.16 0.902
C 0.89356 -5.27289 0.56272 2.04 0.00 -0.82 0.067
O 0.80014 -6.31951 1.12928 -0.06 -1.06 1.11 -0.601
C -0.12418 -4.81996 -0.38186 -0.70 -0.66 -0.58 -0.487
H 2.36992 -3.71152 -0.07594 -0.64 0.10 0.15 -0.824
H 3.06255 -5.01515 0.79455 -0.26 -0.47 0.16 0.741
H 2.06850 -3.90654 1.68629 0.01 0.34 -0.07 -0.698
H -0.69837 -5.68335 -0.71796 -0.19 -0.06 0.33 0.480
H 0.33292 -4.43168 -1.29202 -0.26 0.93 0.34 0.107
H -0.75906 -4.20333 0.25438 -0.29 0.70 -0.83 0.147
C 3.60697 -2.72276 -2.67416 0.43 0.87 -0.11 -0.843
C 4.42995 -1.71241 -1.90429 2.56 0.94 -1.41 0.462
O 5.51800 -1.27361 -2.34123 -2.59 -1.12 0.75 -0.656
C 3.92988 -1.28710 -0.58151 0.45 0.39 0.92 0.312
H 4.17535 -2.94617 -3.57701 -0.08 -0.66 0.23 0.366
H 2.66212 -2.30019 -3.01590 -0.18 0.19 0.21 -0.007
H 3.37086 -3.53104 -1.98203 0.14 -0.38 -0.46 0.394
H 4.70010 -0.73874 -0.03915 0.10 0.13 -0.23 0.437
H 3.71524 -2.15816 0.03759 -0.48 0.05 -0.06 0.212
H 3.06863 -0.62593 -0.67752 -0.21 -0.30 -0.03 -0.495
C 2.66281 -2.85094 4.89458 0.69 -1.61 -0.94 -0.378
C 3.98119 -3.66874 4.84376 1.30 -0.49 2.40 0.596
O 4.74665 -3.71530 5.82620 -1.77 0.29 -2.40 -0.601
C 4.22578 -4.51090 3.59465 0.31 0.21 0.23 -0.706
H 2.10495 -3.12844 5.78895 0.43 0.81 0.40 0.428
H 2.02269 -3.25201 4.10877 -0.02 0.29 -0.38 0.098
H 2.88961 -1.80920 4.66776 -0.30 0.06 0.56 -0.150
H 3.40315 -5.21907 3.49532 -0.23 0.22 -0.29 0.297
H 5.13844 -5.10677 3.58535 0.10 0.22 0.61 0.380
H 4.31030 -3.85714 2.72658 -0.46 0.02 -0.13 0.055
C 0.23782 4.13971 -2.33572 1.03 0.41 -0.52 -0.729
C 1.49159 4.18617 -3.26321 -0.60 0.57 1.55 0.884
O 2.60053 4.17153 -2.76705 -0.28 -0.25 -0.60 -0.543
C 1.21613 4.41515 -4.71294 -0.32 -0.03 -0.22 -0.925
H 0.57426 4.32958 -1.31647 -0.08 -0.48 -0.01 -0.075
H -0.32172 3.21065 -2.44462 -0.01 -0.02 0.17 0.109
H -0.41195 4.97535 -2.59573 -0.15 -0.08 -0.19 0.600
H 1.91001 5.14070 -5.13745 0.07 -0.18 0.01 0.343
H 0.19131 4.77327 -4.81090 0.06 0.07 -0.17 0.319
H 1.27820 3.47859 -5.26710 0.22 -0.04 -0.12 0.110
```
Positions in Å, forces in eV/Å.

The calculation puts the lowest unoccupied orbital energy (alpha / beta) at 1.7 / 1.8 eV. The largest force on an atom is 3.07 eV/Å. As for the orbital gap (alpha / beta): 2.5 / 5.8 eV. The multiplicity is 2. The calculation puts the total energy at -76883.7669 eV. Its total charge is -1.

=====

2.
DFT (ωB97M-V with the def2-TZVPD basis set) results for 2 unconnected molecules or ions with the total composition C4H7N2.

Geometry as XYZ:
```
13
Properties=species:S:1:pos:R:3:forces:R:3:mulliken_charge:R:1
C 2.13570 -0.39688 -0.04805 -2.09 1.36 -0.03 0.204
C 3.21999 0.12186 -0.49809 0.53 0.04 -0.15 -0.501
C 0.89766 -0.67657 0.29667 1.57 -6.08 2.36 -0.283
C -0.51744 -0.21651 0.39813 1.17 1.15 -1.81 0.262
N -1.18722 -0.85376 -0.59702 -1.46 -2.27 -2.96 -0.461
N -0.42880 1.45013 0.08815 0.46 0.25 1.57 -0.537
H 0.88722 -2.20006 0.71187 -0.32 4.30 -1.02 0.303
H -0.93636 -0.16677 1.39394 -0.12 -0.55 0.10 0.397
H -2.17448 -1.24660 -0.54042 2.00 1.05 0.29 0.256
H -0.63862 -1.26441 -1.46570 -1.48 1.28 2.74 0.299
H 0.32869 1.69303 -0.58049 -0.45 -0.10 0.61 0.341
H -0.28444 1.87811 1.03284 0.61 -0.13 -1.07 0.388
H -1.30192 1.87843 -0.19182 -0.42 -0.30 -0.64 0.331
```
Positions in Å, forces in eV/Å.

The calculation puts the lowest unoccupied orbital energy at -5.9 eV. The largest force on an atom is 6.71 eV/Å. As for the orbital gap: 8.0 eV. The multiplicity is 1. The calculation puts the total energy at -7227.2122 eV. Its total charge is +1.

=====

Asked for relative energy (zero: lowest compared OMol25 entry of this formula, charge and spin) across the records above, the calculation gives 0.0 822.6 kJ/mol in order.